Here is a structure of composition C5H9NO at a distorted geometry from the OMol25 dataset. Energies are from ωB97M-V with the def2-TZVPD basis set.

ORCA input file:
```
! RIJCOSX wB97M-V def2-TZVPD def2/J DEFGRID3
* xyz 0 1
C 0.945 -0.034 2.017
C 0.898 0.189 0.146
C -0.491 0.209 0.002
C -0.423 0.094 -1.924
C -0.996 -0.945 -2.517
O 1.340 1.121 2.687
N -1.547 0.181 0.628
H 0.623 1.767 2.619
H -2.401 0.093 0.081
H 0.075 -0.471 2.516
H 1.739 -0.772 2.101
H 1.421 -0.688 -0.221
H 1.376 1.133 -0.095
H -0.009 0.917 -2.503
H -1.394 -1.781 -1.947
H -1.156 -1.014 -3.589
*
```

Results
* gap between HOMO and LUMO: 9.2 eV
* E_LUMO: 0.035 Ha
* HOMO: -8.22 eV
* F_max: 7.600 eV/A

Here are the Mulliken charges for atoms 1 to 2, given in e: -0.45, -0.73



Here is a structure of composition C10H20NO10S2 at a distorted geometry from the OMol25 dataset. Energies are from ωB97M-V with the def2-TZVPD basis set.

ORCA input file:
```
! RIJCOSX wB97M-V def2-TZVPD def2/J DEFGRID3
* xyz 1 1
O 3.414 3.498 7.058
S 2.010 3.993 6.491
N 0.892 3.042 7.317
C -0.222 3.226 6.794
S -1.588 3.839 6.458
H 4.069 3.539 6.333
H 1.895 5.295 6.919
C 2.283 0.157 3.755
O 3.373 0.193 2.837
C 3.621 1.399 2.320
O 3.011 2.413 2.562
O 4.650 1.285 1.491
C 5.035 2.506 0.849
H 2.185 -0.869 4.100
H 2.484 0.798 4.616
H 1.355 0.452 3.267
H 5.346 3.246 1.585
H 4.221 2.891 0.237
H 5.879 2.277 0.204
C -1.813 -0.038 -2.667
O -0.484 -0.382 -2.259
C -0.255 -0.235 -0.958
O -1.045 0.149 -0.135
O 1.013 -0.588 -0.717
C 1.393 -0.477 0.650
H -1.877 -0.199 -3.740
H -2.544 -0.678 -2.176
H -2.020 1.011 -2.459
H 0.785 -1.135 1.272
H 1.309 0.557 0.988
H 2.431 -0.787 0.728
C -2.107 -4.256 -5.564
O -3.521 -4.444 -5.637
C -4.234 -3.366 -5.310
O -3.789 -2.299 -4.974
O -5.526 -3.677 -5.419
C -6.416 -2.608 -5.098
H -1.642 -5.196 -5.851
H -1.786 -3.480 -6.258
H -1.803 -4.010 -4.548
H -6.267 -1.766 -5.772
H -6.285 -2.296 -4.062
H -7.428 -2.982 -5.224
*
```

Results
* gap between HOMO and LUMO: 6.6 eV
* E_LUMO: -0.201 Ha
* HOMO: -12.11 eV
* F_max: 2.341 eV/A

Here are the Mulliken charges for atoms 1 to 2, given in e: -0.38, 0.48



Here is an isolated molecule of C16H17NO4 at a distorted geometry from the OMol25 dataset. Energies are from ωB97M-V with the def2-TZVPD basis set.

ORCA input file:
```
! RIJCOSX wB97M-V def2-TZVPD def2/J DEFGRID3
* xyz 0 1
C -5.074 -0.213 0.183
O -3.955 0.852 0.015
C -2.751 0.324 -0.074
C -2.410 -1.159 -0.228
C -1.159 -1.456 -0.108
C -0.191 -0.532 -0.056
C -0.492 0.946 -0.327
C -1.851 1.361 -0.209
O -1.912 2.645 -0.112
C -3.285 3.491 -0.059
C 1.257 -0.905 -0.241
C 2.359 -0.025 0.157
C 2.454 0.701 1.389
C 3.727 1.704 1.102
C 4.038 1.479 0.007
C 5.090 2.133 -0.692
O 3.234 0.540 -0.850
C 1.423 -2.227 0.514
C 0.505 -3.266 0.086
O 0.703 -4.305 -0.110
N -0.804 -2.746 -0.330
H -4.985 -0.845 -0.806
H -6.032 0.349 -0.009
H -5.026 -0.831 1.250
H -3.146 -1.551 0.007
H 0.268 1.682 -0.389
H -3.136 4.460 -0.205
H -3.752 2.862 0.721
H -3.803 3.098 -0.909
H 1.566 -0.893 -1.463
H 1.892 0.452 2.178
H 4.128 2.258 1.905
H 5.734 2.839 -0.141
H 4.788 2.628 -1.550
H 5.893 1.434 -1.430
H 1.362 -2.126 1.451
H 2.463 -2.676 0.246
H -1.481 -3.349 -0.356
*
```

Results
* gap between HOMO and LUMO: 7.7 eV
* E_LUMO: 0.020 Ha
* HOMO: -7.18 eV
* F_max: 17.908 eV/A
* SMILES: COc1cc2c(cc1OC)[C@@H](c1ccc(C)o1)CC(=O)N2

Here are the Mulliken charges for atoms 1 to 2, given in e: -0.84, -0.44



Here is an isolated molecule of C3H6O at a distorted geometry from the OMol25 dataset. Energies are from ωB97M-V with the def2-TZVPD basis set.

ORCA input file:
```
! RIJCOSX wB97M-V def2-TZVPD def2/J DEFGRID3
* xyz 0 1
O 1.589 0.310 0.452
C 0.242 0.505 0.273
C -0.609 -0.094 -0.813
C -0.532 -0.561 0.633
H 2.093 0.477 -0.413
H 0.001 1.554 0.375
H -0.053 -0.713 -1.556
H -1.455 0.516 -1.145
H -1.426 -0.637 1.378
H 0.150 -1.357 0.817
*
```

Results
* gap between HOMO and LUMO: 10.7 eV
* E_LUMO: 0.038 Ha
* HOMO: -9.70 eV
* F_max: 6.060 eV/A
* SMILES: OC1CC1

Here are the Mulliken charges for atoms 1 to 2, given in e: -0.54, 0.09



Here is a structure of composition C32H25GaNO4P2S2 from the OMol25 dataset. Energies are from ωB97M-V with the def2-TZVPD basis set.

ORCA input file:
```
! RIJCOSX wB97M-V def2-TZVPD def2/J DEFGRID3
* xyz 1 1
Ga 1.101 2.020 -0.917
S -0.503 3.123 0.623
P -1.023 1.167 0.449
C 0.354 0.306 -0.116
P 1.751 0.181 0.891
S 3.026 1.705 0.247
C 1.497 0.338 2.674
C 1.643 1.574 3.298
C 1.368 1.701 4.650
C 0.934 0.602 5.377
C 0.778 -0.629 4.755
C 1.064 -0.767 3.407
C 2.563 -1.417 0.680
C 3.940 -1.556 0.835
C 4.523 -2.805 0.700
C 3.731 -3.918 0.430
C 2.357 -3.782 0.290
C 1.773 -2.527 0.406
C -1.810 0.516 1.929
C -1.954 1.286 3.075
C -2.544 0.734 4.203
C -2.989 -0.578 4.183
C -2.846 -1.350 3.035
C -2.257 -0.806 1.908
C -2.229 1.037 -0.907
C -3.163 2.048 -1.129
C -4.072 1.937 -2.171
C -4.052 0.818 -2.996
C -3.123 -0.190 -2.778
C -2.211 -0.080 -1.738
H 1.977 2.431 2.728
H 1.497 2.659 5.137
H 0.722 0.703 6.434
H 0.439 -1.486 5.322
H 0.956 -1.733 2.932
H 4.558 -0.688 1.021
H 5.594 -2.914 0.802
H 4.189 -4.895 0.335
H 1.740 -4.647 0.083
H 0.707 -2.397 0.255
H -1.599 2.309 3.087
H -2.655 1.333 5.098
H -3.452 -1.005 5.064
H -3.199 -2.373 3.021
H -2.145 -1.404 1.010
H -3.165 2.928 -0.497
H -4.798 2.722 -2.336
H -4.769 0.728 -3.802
H -3.112 -1.066 -3.416
H -1.464 -0.848 -1.572
O 2.224 -2.326 -2.818
C 2.393 -1.002 -2.799
O 3.289 -0.420 -2.259
C 1.296 -0.296 -3.537
C 0.625 -0.898 -4.598
C -0.324 -0.170 -5.293
C -0.581 1.136 -4.904
C 0.133 1.641 -3.829
N 1.048 0.948 -3.156
C -0.012 3.018 -3.290
O -0.740 3.921 -3.886
O 0.583 3.350 -2.262
H 2.894 -2.733 -2.244
H 0.863 -1.916 -4.868
H -0.854 -0.608 -6.127
H -1.330 1.711 -5.432
H -1.154 3.599 -4.695
*
```

Results
* gap between HOMO and LUMO: 6.4 eV
* E_LUMO: -0.149 Ha
* HOMO: -10.47 eV
* F_max: 0.578 eV/A

Here are the Mulliken charges for atoms 1 to 2, given in e: 0.65, -0.51



Here is a structure of composition C2H4Cl5Hg2 at a distorted geometry from the OMol25 dataset. Energies are from ωB97M-V with the def2-TZVPD basis set.

ORCA input file:
```
! RIJCOSX wB97M-V def2-TZVPD def2/J DEFGRID3
* xyz 3 1
Hg 0.228 -21.438 -0.517
Hg 1.559 -25.530 -4.059
Cl 1.421 -21.612 -4.403
C 6.996 -20.651 -4.292
Cl 6.913 -18.988 -4.904
Cl 7.690 -20.796 -2.682
H 5.977 -21.029 -4.203
H 7.550 -21.307 -4.962
C 1.505 -16.712 -6.446
Cl 0.753 -15.729 -7.743
Cl 1.985 -15.691 -5.087
H 0.777 -17.478 -6.179
H 2.426 -17.181 -6.792
*
```

Results
* gap between HOMO and LUMO: 1.8 eV
* E_LUMO: -0.608 Ha
* HOMO: -18.36 eV
* F_max: 2.273 eV/A

Here are the Mulliken charges for atoms 1 to 2, given in e: 0.84, 0.93



Here is a cluster of 2 separate species, C9H21IOSi in total at a distorted geometry from the OMol25 dataset. Energies are from ωB97M-V with the def2-TZVPD basis set.

ORCA input file:
```
! RIJCOSX wB97M-V def2-TZVPD def2/J DEFGRID3
* xyz 0 3
C 4.443 -1.092 0.908
C -1.242 0.287 1.876
C -2.174 -1.574 0.558
C -0.286 -1.373 -1.868
C -0.024 1.579 -1.476
C 4.059 -0.016 -0.129
C 2.716 0.549 0.056
C -4.884 1.645 0.723
C -1.200 -0.417 0.775
O 1.653 -0.355 0.067
Si 0.133 -0.109 -0.585
I -5.434 0.053 -0.624
H 3.584 -1.525 1.408
H 4.850 -1.854 0.306
H 5.211 -0.683 1.593
H -0.429 1.038 2.052
H -2.001 0.254 2.682
H -5.833 2.193 0.951
H -1.625 -2.435 0.347
H -2.764 -1.657 1.518
H -3.018 -1.265 -0.193
H -1.322 -1.440 -2.201
H 0.288 -1.092 -2.668
H -0.062 -2.435 -1.633
H -1.061 1.649 -1.836
H 0.198 2.493 -0.902
H 0.553 1.614 -2.395
H 4.228 -0.649 -1.084
H 4.690 0.792 -0.422
H 2.717 1.094 1.002
H 2.567 1.355 -0.614
H -4.049 2.225 0.235
H -4.480 1.150 1.572
*
```

Results
* gap between HOMO and LUMO (alpha / beta): 5.4 / 7.3 eV
* E_LUMO (alpha / beta): 0.013 / -0.080 Ha
* HOMO (alpha / beta): -5.09 / -9.49 eV
* F_max: 11.812 eV/A

Here are the Mulliken charges for atoms 1 to 2, given in e: -1.03, -1.17



Here is a structure of composition C8H20ClNNbO2 at a distorted geometry from the OMol25 dataset. Energies are from ωB97M-V with the def2-TZVPD basis set.

ORCA input file:
```
! RIJCOSX wB97M-V def2-TZVPD def2/J DEFGRID3
* xyz -1 1
C 2.577 -1.367 0.622
C 1.410 -1.862 -0.251
N 0.128 -1.722 0.476
Nb -1.366 -0.591 -0.506
C 0.008 1.116 -1.167
C 0.241 1.045 -2.704
C 0.742 2.331 -3.276
O 0.280 3.379 -3.107
O 1.842 2.204 -4.123
C -2.025 0.465 1.399
C -0.923 0.594 2.457
C -1.215 -0.294 3.642
Cl -0.903 2.308 3.120
H 2.210 -0.869 1.508
H 3.207 -0.657 0.105
H 3.182 -2.199 0.952
H 1.582 -2.919 -0.418
H 1.412 -1.390 -1.226
H -0.245 -2.656 0.625
H -2.683 -1.861 -0.227
H -1.024 -1.411 -2.122
H -2.701 0.327 -1.380
H 0.985 0.986 -0.697
H -0.381 2.099 -0.932
H 0.936 0.250 -2.943
H -0.696 0.769 -3.153
H 2.528 1.743 -3.624
H -2.816 -0.139 1.831
H -2.464 1.438 1.241
H 0.065 0.394 2.080
H -2.239 -0.124 3.939
H -1.069 -1.332 3.368
H -0.586 -0.055 4.490
*
```

Results
* gap between HOMO and LUMO: 7.7 eV
* E_LUMO: 0.105 Ha
* HOMO: -4.84 eV
* F_max: 3.746 eV/A

Here are the Mulliken charges for atoms 1 to 2, given in e: -1.13, -0.01



Here is an isolated molecule of H3PS2 at a distorted geometry from the OMol25 dataset. Energies are from ωB97M-V with the def2-TZVPD basis set.

ORCA input file:
```
! RIJCOSX wB97M-V def2-TZVPD def2/J DEFGRID3
* xyz 0 1
S 0.296 -0.760 1.655
P -0.200 0.442 0.126
S -0.237 -1.181 -1.302
H 0.825 1.405 -0.332
H -1.134 1.456 0.075
H 0.449 -1.362 -0.221
*
```

Results
* gap between HOMO and LUMO: 8.7 eV
* E_LUMO: -0.007 Ha
* HOMO: -8.92 eV
* F_max: 3.094 eV/A
* SMILES: S=[PH2]S

Here are the Mulliken charges for atoms 1 to 2, given in e: -0.41, 0.17



Here is a cluster of 2 separate species, C2NO3 in total at a distorted geometry from the OMol25 dataset. Energies are from ωB97M-V with the def2-TZVPD basis set.

ORCA input file:
```
! RIJCOSX wB97M-V def2-TZVPD def2/J DEFGRID3
* xyz -1 1
C -1.410 -0.170 0.016
C 1.565 0.253 -0.055
N 0.712 0.624 -0.786
O -1.776 0.645 0.740
O 2.384 -0.217 0.697
O -1.476 -1.134 -0.612
*
```

Results
* gap between HOMO and LUMO: 8.0 eV
* E_LUMO: 0.143 Ha
* HOMO: -4.11 eV
* F_max: 2.463 eV/A

Here are the Mulliken charges for atoms 1 to 2, given in e: 0.66, 0.57



Here is an isolated molecule of C19H15N3O4 at a distorted geometry from the OMol25 dataset. Energies are from ωB97M-V with the def2-TZVPD basis set.

ORCA input file:
```
! RIJCOSX wB97M-V def2-TZVPD def2/J DEFGRID3
* xyz 0 1
O 6.194 -4.496 4.713
N 5.663 -4.621 3.642
O 5.854 -5.493 2.762
C 4.841 -3.543 3.253
C 4.715 -2.371 4.041
C 3.772 -1.721 3.201
C 3.332 -2.349 2.120
C 2.372 -1.956 1.080
C 1.442 -0.933 1.312
C 0.321 -0.450 0.418
N -0.396 0.818 0.669
N -0.832 1.231 -0.490
C -1.384 2.538 -0.834
C -1.480 3.576 0.085
C -1.979 4.836 -0.255
C -2.619 5.057 -1.509
C -2.613 4.054 -2.449
C -1.928 2.829 -2.089
C -0.793 0.185 -1.530
C -2.245 -0.314 -2.037
C -3.417 -0.046 -1.411
C -4.482 -0.598 -2.280
C -3.852 -1.258 -3.290
O -2.452 -1.049 -3.201
C 0.083 -0.930 -0.952
O 4.022 -3.592 2.136
H 5.127 -2.245 5.013
H 3.357 -0.806 3.546
H 2.397 -2.473 0.211
H 1.545 -0.500 2.342
H -1.160 3.268 1.053
H -1.836 5.574 0.493
H -3.087 5.952 -1.792
H -3.000 4.213 -3.424
H -1.853 1.925 -2.695
H -0.400 0.604 -2.470
H -3.639 0.502 -0.512
H -5.588 -0.670 -2.201
H -4.499 -1.710 -4.158
H -0.478 -1.961 -1.075
H 0.975 -1.078 -1.434
*
```

Results
* gap between HOMO and LUMO: 6.3 eV
* E_LUMO: -0.040 Ha
* HOMO: -7.43 eV
* F_max: 6.225 eV/A
* SMILES: O=[N+]([O-])c1ccc(/C=C/C2=NN(c3ccccc3)[C@H](c3ccco3)C2)o1

Here are the Mulliken charges for atoms 1 to 2, given in e: -0.57, 0.95



Here is a cluster of 7 separate species, C3H23N2O7 in total at a distorted geometry from the OMol25 dataset. Energies are from ωB97M-V with the def2-TZVPD basis set.

ORCA input file:
```
! RIJCOSX wB97M-V def2-TZVPD def2/J DEFGRID3
* xyz 1 1
N 0.199 -0.408 0.848
C -1.153 -0.987 1.262
C -2.015 0.107 1.923
O -1.848 1.400 1.390
C -1.893 -1.629 0.064
N -1.951 -0.718 -1.067
H 0.296 0.473 1.379
H 0.276 -0.287 -0.162
H 0.964 -1.073 1.066
H -0.908 -1.793 1.946
H -1.726 0.195 2.967
H -3.061 -0.199 1.823
H -2.480 1.632 0.733
H -1.389 -2.584 -0.188
H -2.803 -2.082 0.442
H -1.647 -1.178 -1.925
H -2.891 -0.380 -1.137
H -0.988 -1.030 -4.118
H 0.361 -0.959 -3.177
O -0.416 -1.443 -3.457
H 2.686 2.736 -0.337
H 2.766 1.954 -1.647
O 2.144 2.275 -0.954
H -1.573 2.700 -2.708
H -0.998 2.084 -1.363
O -0.967 2.828 -1.970
H 2.519 -3.124 1.276
H 3.027 -1.869 1.969
O 2.207 -2.294 1.660
H 4.314 0.014 -0.243
H 3.798 -1.330 -0.899
O 3.920 -0.847 -0.054
H 0.287 2.738 0.814
H 0.272 2.772 2.279
O 0.669 2.302 1.567
*
```

Results
* gap between HOMO and LUMO: 10.4 eV
* E_LUMO: -0.104 Ha
* HOMO: -13.25 eV
* F_max: 2.007 eV/A

Here are the Mulliken charges for atoms 1 to 2, given in e: -0.05, 0.50